1.
Here is C5H8N2 in the gas phase from OMol25. Energies are from ωB97M-V/def2-TZVPD.

Geometry as ORCA input:
```
! wB97M-V def2-TZVPD RIJCOSX def2/J DEFGRID3
* xyz 0 1
C -1.110 1.573 0.862
H 0.683 1.217 2.168
N 0.478 0.039 0.399
N -0.705 -0.671 -1.798
H -0.030 -0.460 -2.536
H 1.180 -1.818 1.144
C 0.074 1.016 1.292
C 1.528 -0.926 0.607
H 1.945 -1.239 -0.357
C -1.528 0.932 -0.366
C -0.537 0.018 -0.529
H -1.653 0.050 -1.796
H -1.611 2.385 1.379
H 2.334 -0.464 1.184
H -0.906 -1.672 -1.777
*
```

- Energy above the lowest of the compared OMol25 structures with the same formula, charge and spin: 4.266 eV
- Calculated total energy: -8290.731 eV
- F_max: 0.39 eV/A
- Gap between HOMO and LUMO: 0.2992 Ha
- E_HOMO: -7.744 eV

2.
Here is a molecular structure, C31H30BF4FeN4PS2 at a distorted geometry from OMol25. Energies are from ωB97M-V/def2-TZVPD.

Geometry as ORCA input:
```
! wB97M-V def2-TZVPD RIJCOSX def2/J DEFGRID3
* xyz 1 6
C -1.260 -4.575 0.010
H -1.495 -1.287 -1.889
H -1.544 1.839 2.184
C 2.711 2.151 3.336
H 3.185 -3.312 2.306
H -1.191 3.980 3.489
C 4.162 -2.579 -2.007
B -0.656 -0.748 3.211
H -2.885 -3.254 -2.666
H -4.753 2.562 -5.480
C -0.489 -3.449 0.348
C 3.071 0.827 3.295
C 0.620 -3.521 1.368
H 1.840 0.499 -2.501
N 1.760 -2.622 0.908
H 4.397 -1.346 2.693
H 3.482 0.259 4.109
H 0.974 -4.541 1.482
C -2.038 5.233 1.974
C 2.563 -0.310 -2.367
H -2.479 3.465 -4.874
C -2.893 4.083 0.019
H 3.477 -3.775 0.329
P -2.419 1.394 -0.503
H -1.835 6.157 2.517
F -1.163 0.452 3.691
C 2.060 2.680 2.199
Fe 0.920 -0.833 -0.247
C -2.421 2.885 0.537
C -2.709 5.251 0.755
H -1.596 3.120 -2.577
C 3.008 -2.365 -1.244
F -0.288 -0.495 1.770
H -5.015 0.712 -1.584
C 3.604 -1.243 1.933
C -4.507 1.359 -2.301
C 2.953 0.126 2.055
H 1.602 3.656 2.234
H -1.215 -5.444 0.647
C -1.827 2.819 1.800
C -3.059 2.873 -4.172
H 2.931 2.751 4.221
C 2.640 -2.397 2.098
H 4.129 0.481 -3.612
H 4.061 -1.305 0.923
C -5.042 1.623 -3.574
H -2.700 -5.410 -1.343
H -3.066 6.146 0.296
N -0.575 -2.311 -0.384
C -3.262 1.874 -2.018
S -3.569 0.083 0.443
N 2.252 0.592 0.993
H 1.967 -2.211 2.959
H 0.267 -3.175 2.356
C 4.550 -1.578 -2.895
S -0.483 1.046 -1.088
C -4.340 2.358 -4.495
C 2.558 -3.325 -0.139
N 2.223 -1.287 -1.517
C -2.118 -4.526 -1.089
C 3.771 -0.381 -3.032
H 4.643 -3.555 -1.914
F -1.567 -1.828 3.204
C -1.675 4.005 2.528
C -2.533 2.680 -2.911
H -3.369 4.095 -0.963
C 1.851 1.881 1.068
H 1.365 2.294 0.200
C -2.196 -3.325 -1.828
H 1.993 -4.141 -0.567
H -6.011 1.186 -3.756
F 0.569 -1.107 3.859
H 5.510 -1.664 -3.387
C -1.425 -2.252 -1.424
*
```

- Energy above the lowest of the compared OMol25 structures with the same formula, charge and spin: 0.000 eV
- Calculated total energy: -115489.194 eV
- Expectation value of S²: 8.7635
- F_max: 5.25 eV/A
- Gap between HOMO and LUMO (alpha / beta): 0.2274 / 0.1729 Ha
- E_HOMO (alpha / beta): -9.925 / -9.901 eV

3.
Here is 2 unconnected molecules or ions with the total composition C3H10NO2 at a distorted geometry from OMol25. Energies are from ωB97M-V/def2-TZVPD.

Geometry as ORCA input:
```
! wB97M-V def2-TZVPD RIJCOSX def2/J DEFGRID3
* xyz 1 1
H -0.547 1.788 -1.561
H -0.775 0.795 2.913
H -0.629 0.085 -2.071
H 0.896 0.984 -2.285
N 0.377 0.461 -0.249
C 0.012 0.865 -1.671
H 1.135 1.083 0.029
H -1.661 0.311 0.406
O 0.358 -0.774 2.268
H 0.633 -0.553 -0.319
C -0.721 0.731 0.751
H 1.381 -2.611 -0.025
H -0.757 1.818 0.813
C -0.304 0.196 2.118
H 0.077 -2.904 -0.839
O 0.526 -2.275 -0.276
*
```

- Energy above the lowest of the compared OMol25 structures with the same formula, charge and spin: 1.139 eV
- Calculated total energy: -8851.202 eV
- F_max: 1.58 eV/A
- Gap between HOMO and LUMO: 0.4070 Ha
- E_HOMO: -14.509 eV

4.
Here is 2 unconnected molecules or ions with the total composition C2H8NO at a distorted geometry from OMol25. Energies are from ωB97M-V/def2-TZVPD.

Geometry as ORCA input:
```
! wB97M-V def2-TZVPD RIJCOSX def2/J DEFGRID3
* xyz 1 1
H 1.403 0.023 -0.151
N -0.500 0.773 0.311
O 2.227 -2.073 0.530
H -0.365 0.768 1.311
H 2.338 -2.921 0.067
H 2.587 -1.873 1.302
H -1.745 2.006 -0.937
C 0.442 0.458 -0.499
H -2.130 0.224 -0.767
H 0.116 0.264 -1.598
C -1.847 1.119 -0.242
H -2.525 1.235 0.672
*
```

- Energy above the lowest of the compared OMol25 structures with the same formula, charge and spin: 1.777 eV
- Calculated total energy: -5733.107 eV
- F_max: 7.31 eV/A
- Gap between HOMO and LUMO: 0.3746 Ha
- E_HOMO: -15.467 eV

5.
Here is 3 unconnected molecules or ions with the total composition C33H66N5O5S2 at a distorted geometry from OMol25. Energies are from ωB97M-V/def2-TZVPD.

Geometry as ORCA input:
```
! wB97M-V def2-TZVPD RIJCOSX def2/J DEFGRID3
* xyz 0 2
C -3.366 -1.135 -7.172
H -3.479 1.056 -1.274
H -1.415 0.778 0.933
H 1.900 -1.937 -0.442
C 0.382 -1.191 -2.009
C 1.265 -0.935 1.952
C -1.672 3.570 -0.706
H 0.913 -3.318 4.598
H 1.825 -2.933 -2.444
C 2.057 1.807 1.106
C 2.187 0.542 6.809
H 6.733 2.600 4.010
O -2.121 0.650 -2.711
H -6.371 0.326 -4.452
C 0.324 1.912 -0.821
H 4.851 -1.026 5.775
C 1.321 -3.645 2.022
H 2.358 -3.428 1.553
C 1.646 -3.111 -5.843
H -0.476 1.370 -1.446
C 1.703 1.783 6.041
H 0.135 -3.174 -3.203
H -0.771 1.209 -4.139
H 5.136 4.692 6.923
H -5.945 0.627 -6.810
H -3.631 -0.502 1.420
C -5.330 0.270 -4.788
C 0.939 -2.398 -2.960
H 2.354 -1.175 1.690
H 1.502 -4.401 2.857
H 3.375 2.211 4.979
H 2.094 0.558 -0.736
O 5.684 3.201 5.654
H -1.721 4.711 -0.674
H 1.292 -0.003 7.129
H -2.437 1.684 -4.509
C 4.687 4.122 6.102
H -1.687 3.158 -1.779
H 1.215 -0.148 2.800
H 3.831 2.640 7.376
C 4.318 -0.083 5.918
C 5.862 3.215 4.246
H -4.875 1.258 -4.670
H 4.514 0.533 5.039
H 0.181 -1.646 4.757
H -0.721 -4.889 -6.237
H 1.005 2.444 -1.595
H -1.911 -0.025 -4.655
H -1.532 -0.769 -0.076
C 0.813 -1.571 -0.514
C -0.573 -3.968 -6.905
C -1.637 -0.097 3.385
C -3.106 -1.469 1.770
C -0.321 3.115 0.064
N 0.530 -3.035 -6.836
H 0.666 -4.184 1.237
H 2.347 2.847 0.687
O -1.444 -3.084 3.342
N 2.725 2.722 5.567
C 0.608 -2.272 2.551
H -3.723 -0.923 -4.421
H 0.854 -0.237 -2.422
H 0.972 -1.154 -8.084
H -2.615 3.155 -0.192
C -1.816 0.895 -4.077
S 1.641 -1.720 -4.578
H -0.655 2.756 1.109
H 6.046 4.230 3.882
H 1.363 1.937 2.008
H -3.119 -1.727 -6.286
H 0.414 3.973 0.248
N -0.872 -2.393 2.381
H 3.059 1.339 1.444
H -4.006 -1.715 -7.844
C 0.938 -2.249 4.155
C 0.290 -2.041 -7.870
H 2.813 4.078 7.162
H -5.696 -1.085 -6.462
C -4.397 -0.338 -2.601
S 2.795 -4.316 -5.807
C -5.301 -0.080 -6.277
C -1.555 -1.093 2.126
H -0.755 -1.181 -2.088
H -5.366 -0.162 -2.122
H -3.193 -2.332 1.029
H 1.165 1.441 5.151
H 0.981 2.330 6.656
H 2.010 -1.866 4.274
H -2.440 -0.900 -7.693
H 4.707 0.399 6.818
C -3.482 0.873 -2.355
H -3.619 -1.736 2.774
H -0.637 0.142 3.881
C 3.471 3.372 6.646
H -3.951 -1.204 -2.101
N -1.538 -3.648 -7.925
H 0.140 -2.461 -0.193
O -3.985 0.091 -6.804
H -2.427 -0.429 4.165
H 4.993 2.787 3.738
O 2.931 -0.374 6.013
H -3.864 1.791 -2.812
H -1.572 -1.886 -9.432
C 0.573 -0.404 0.578
C 1.282 0.921 0.011
H 4.403 4.838 5.324
H -2.037 0.915 2.984
N -4.625 -0.739 -3.993
C -1.042 -2.443 -8.576
C -1.010 -0.284 0.840
H 2.727 0.796 7.726
*
```

- Calculated total energy: -74638.385 eV
- Expectation value of S²: 0.7542
- F_max: 5.38 eV/A
- Gap between HOMO and LUMO (alpha / beta): 0.2609 / 0.2614 Ha
- E_HOMO (alpha / beta): -8.592 / -8.605 eV

6.
Here is a molecular structure, C35H53N8O2Pd from OMol25. Energies are from ωB97M-V/def2-TZVPD.

Geometry as ORCA input:
```
! wB97M-V def2-TZVPD RIJCOSX def2/J DEFGRID3
* xyz -1 3
C 3.961 -1.081 -0.068
H -0.404 -1.520 3.672
H 1.339 0.648 3.582
C 0.483 -0.553 -5.212
H 1.060 2.392 3.379
H -5.995 -1.426 0.700
H -0.516 4.814 0.572
H 2.125 1.526 2.265
H 0.747 4.847 1.819
H 3.817 -0.429 0.803
H -1.803 1.680 2.635
H -3.397 -1.705 -1.341
H -0.801 -2.199 1.587
C 0.050 0.918 -2.849
C 4.661 -0.004 -4.176
C -3.002 -0.720 -1.085
H 4.085 -0.270 -5.072
C 1.259 -4.585 0.393
H 4.756 -1.800 0.131
H -0.910 0.533 3.641
N -0.271 -2.671 0.862
H 1.878 -5.322 0.905
C -1.131 0.801 2.610
C -0.443 0.453 -5.204
N 0.076 1.031 -0.414
C 1.204 1.441 2.841
H -6.461 -2.569 2.848
C -1.596 2.298 -4.043
N 2.072 -0.100 -1.904
C 5.535 0.434 -1.157
H -2.822 -2.343 5.312
H 3.045 -1.629 -0.248
C -2.379 -0.308 5.562
H 5.382 1.444 -0.757
Pd 0.647 -1.107 -0.495
C -3.901 -0.025 -0.053
H -1.373 3.254 -0.808
H -4.754 -2.529 4.623
H 0.620 -1.164 -6.097
C -3.298 -1.463 3.488
H -4.154 1.909 0.897
C -1.127 2.708 -1.707
C -2.360 -1.571 4.689
C -0.672 1.220 -4.033
H 3.838 2.590 -4.207
C 0.023 4.198 1.312
H 2.460 1.558 -4.657
H 2.061 -1.538 -4.084
C -3.029 -0.833 2.249
N 4.292 -0.309 -1.247
H -0.367 -2.083 5.344
C -0.946 -2.093 4.417
H 2.133 2.459 -0.631
H 1.490 -3.064 1.907
N 3.844 0.750 -3.250
H 6.042 0.521 -2.115
C -4.550 -2.047 3.673
H -3.665 1.977 -0.807
H 0.202 -4.225 2.223
H 2.467 4.003 0.188
H -2.126 2.530 -4.959
H -2.437 3.896 -2.916
C -5.244 -1.444 1.482
C 1.684 3.383 -0.267
H -1.600 -0.236 0.936
C 1.299 -0.768 -4.090
H 4.998 -0.927 -3.707
H 0.435 -5.116 -0.098
C -4.039 -0.788 1.260
O 3.301 -4.220 -0.782
C 1.139 0.002 -2.959
H -1.846 0.532 5.118
H -0.928 -3.153 0.257
H -2.479 1.583 0.419
H -2.938 -0.124 -1.998
H -1.919 -0.519 6.530
H 5.537 0.576 -4.490
C 0.683 -3.632 1.435
C -1.762 3.046 -2.908
C 2.109 -3.898 -0.696
H -4.912 -0.019 -0.474
N -1.761 -0.323 1.928
H -0.991 -3.127 4.070
H 6.193 -0.105 -0.477
C -3.523 1.444 0.136
C -5.514 -2.073 2.683
H 1.280 3.926 -1.135
H -1.979 -0.854 -0.733
C 3.325 0.077 -2.132
C 3.115 1.858 -3.832
N 0.679 3.066 0.716
N 0.115 1.091 1.953
C -0.312 1.572 -1.605
H 2.502 2.339 -3.072
H -0.700 3.852 2.051
H -1.033 0.673 -6.086
O 1.493 -3.053 -1.418
C 0.038 1.802 0.712
H -3.408 0.011 5.737
*
```

- Energy above the lowest of the compared OMol25 structures with the same formula, charge and spin: 0.000 eV
- Calculated total energy: -56651.373 eV
- Expectation value of S²: 2.0211
- F_max: 0.63 eV/A
- Gap between HOMO and LUMO (alpha / beta): 0.1731 / 0.2436 Ha
- E_HOMO (alpha / beta): -2.066 / -3.990 eV